ORCA calculation (ωB97M-V/def2-TZVPD) on 12 unconnected molecules or ions with the total composition C30H86N2O20.

Each line ends with the Löwdin charge.
Positions of all 138 atoms, in Å:
O  14.204128  12.260883  7.389248  -0.07
H  16.235421  16.446981  13.729928  0.12
H  9.348058  11.513160  15.315877  0.10
H  11.400666  17.730508  9.673474  0.12
C  10.770251  16.138118  16.557767  -0.11
O  14.824298  14.878726  9.034541  -0.09
H  16.217197  8.974273  13.740463  0.06
H  17.004741  12.723153  14.203663  0.12
O  13.102240  11.111700  15.135323  -0.10
H  13.664417  11.419548  17.606223  0.06
H  13.607422  10.223975  18.941986  0.09
H  19.819250  12.676185  14.042319  0.07
C  9.764513  15.765149  8.846107  -0.26
N  9.206416  17.095395  12.699951  0.05
C  9.491244  9.431882  15.154396  -0.17
H  11.261078  14.951139  10.132809  0.10
H  10.019469  11.021005  12.975633  0.07
H  18.116995  10.762713  15.218517  0.12
H  15.576143  9.183310  10.767569  0.08
H  7.576801  16.036237  20.205040  0.07
C  13.157356  12.497894  14.841478  -0.22
H  8.288181  15.790475  14.041027  0.14
H  11.838426  15.979407  16.347085  0.08
H  15.808556  9.931762  20.310532  0.09
H  18.505916  14.426826  15.856232  0.09
H  6.685977  13.770801  19.835072  0.13
C  10.277613  15.622204  14.310926  -0.20
C  15.074782  6.996095  16.955890  -0.30
H  14.030129  10.407518  8.437136  0.12
O  14.691732  9.070305  15.915305  -0.10
H  11.825421  15.647208  8.625621  0.13
H  11.224685  15.785033  13.764763  0.13
H  10.403402  15.226826  17.038340  0.06
C  14.038124  7.882555  16.315748  -0.24
C  10.462378  12.559318  17.750709  -0.08
H  8.946315  16.433965  7.199274  0.10
O  9.754838  13.223843  18.828802  -0.20
H  9.091822  15.581220  19.605374  0.07
O  13.543482  15.989831  11.698509  -0.09
C  7.760182  13.992087  19.826057  -0.43
H  14.584689  15.494949  8.334247  0.10
C  11.116523  15.777706  9.451187  -0.24
C  15.509093  11.299073  18.739731  -0.51
O  15.266535  16.935749  16.902864  -0.06
H  16.010445  18.103825  15.394678  0.12
H  14.539820  7.506299  13.039969  0.12
C  16.053353  10.972883  20.102140  -0.05
C  13.143564  12.763424  13.371743  -0.19
H  15.165234  12.161174  7.366053  0.08
O  15.528985  6.548453  11.571190  -0.07
O  10.094864  16.546993  15.395535  -0.18
H  15.679407  11.667616  20.851842  0.08
H  9.850166  17.208636  11.918983  0.04
H  17.055670  16.738418  16.016951  0.11
C  9.139493  15.771006  13.355109  -0.43
H  11.413316  8.594300  14.940761  0.08
H  7.963211  13.168388  17.836065  0.13
H  10.304933  14.627864  14.780432  0.11
H  14.396889  9.760899  11.905834  0.06
H  13.284806  7.991071  17.107008  0.12
H  14.401242  17.280592  16.653054  0.08
H  14.038082  17.175439  9.983194  0.13
H  14.569538  6.061149  17.198927  0.12
H  7.901079  10.686394  14.691662  0.13
O  11.411166  16.933893  10.214134  -0.08
C  9.033390  14.667050  12.332724  -0.04
H  17.229348  8.733304  12.354611  0.08
C  15.283815  7.794169  12.301030  -0.47
H  8.947376  13.686883  12.809805  0.08
H  9.199807  13.641403  21.193239  0.07
H  17.051323  7.434297  13.587163  0.08
C  18.510346  11.781289  15.239520  -0.23
H  12.567061  11.520589  8.299379  0.13
O  19.388511  11.810866  14.060086  -0.08
H  15.982971  8.415768  17.858510  0.07
H  9.232059  17.916313  13.297963  0.07
H  8.124616  11.946791  19.130903  0.13
N  8.180933  13.704044  21.212152  0.03
C  17.481300  12.835445  15.182401  -0.26
H  13.263737  13.859213  13.358861  0.10
H  13.920505  8.440836  10.740722  0.09
C  16.537157  8.211267  13.027454  -0.06
O  18.116149  14.105300  15.037876  -0.08
O  11.800282  12.415505  12.855190  -0.08
C  14.714484  8.868952  11.359763  -0.05
H  11.893295  12.670411  11.919970  0.06
H  9.294396  14.768703  8.796621  0.13
C  8.033997  15.451899  19.411642  -0.06
H  14.149883  12.778494  15.191004  0.12
C  13.990000  11.192407  18.627095  -0.04
O  16.187353  10.457539  17.829676  -0.08
H  15.644573  14.841748  10.896555  0.13
H  13.967100  16.269591  13.383400  0.03
H  9.953762  14.722343  11.754796  0.06
O  15.661170  7.520902  18.083336  -0.04
H  10.207229  13.071908  16.803853  0.06
H  14.995851  12.061876  9.929040  0.13
H  11.538554  12.654915  17.855749  0.07
H  12.682378  16.380215  11.441850  0.07
H  15.801689  12.338262  18.499232  0.13
H  10.700195  17.010635  17.201363  0.09
H  13.589874  11.151359  10.454471  0.09
H  15.800900  6.739029  16.168766  0.12
H  15.181296  17.237271  11.345083  0.12
H  16.760002  12.836990  16.010913  0.12
H  15.603224  10.307658  17.060407  0.06
H  13.613817  7.380214  15.428305  0.11
H  9.210702  9.344137  16.209762  0.12
O  9.832872  16.362249  7.573723  -0.05
H  12.406973  13.121554  15.349582  0.12
H  12.217127  10.706576  15.006816  0.06
C  8.371605  12.976240  18.843321  -0.22
C  15.563351  16.215159  14.572613  -0.26
H  8.187372  14.828123  11.664066  0.08
H  9.072456  8.594766  14.589940  0.12
C  16.049017  17.064332  15.737982  -0.26
O  9.104963  10.856899  13.253629  -0.05
H  13.576881  11.905000  19.343634  0.08
O  13.138408  13.138902  10.139240  -0.10
O  14.203429  16.502020  14.303521  -0.08
H  16.268093  6.730768  10.975307  0.08
H  19.105702  11.899375  16.163103  0.13
H  7.786586  15.808631  18.397582  0.09
C  13.647864  11.442102  8.443886  -0.23
C  15.433238  15.610741  10.164163  -0.17
H  10.209630  11.499210  17.624570  0.09
O  10.954048  9.439150  14.904902  -0.09
H  9.187138  16.362082  9.569197  0.12
H  15.735030  15.173531  14.876350  0.10
H  13.959024  12.347970  12.758915  0.12
H  14.097141  9.786151  15.599261  0.05
C  14.499190  16.581190  10.783893  -0.21
H  7.959493  14.461734  21.849272  0.07
C  13.898021  11.969228  9.806759  -0.26
H  17.135576  11.081682  20.023096  0.08
H  13.524413  13.891490  9.634681  0.04
C  8.987585  10.739411  14.638842  -0.27
H  16.336986  16.118816  9.822582  0.13

Cartesian forces, eV/Å:
-0.097 -0.505 0.327
-0.234 -0.161 -0.010
0.268 0.625 -0.582
-0.093 -0.087 -0.150
0.886 0.744 -0.144
0.582 0.550 0.816
0.195 0.028 0.233
-0.542 -0.048 0.278
-0.675 -0.338 0.400
-0.114 -0.025 0.210
0.153 -0.306 -0.184
-0.215 -0.086 0.036
-1.253 0.165 0.807
-0.638 0.052 -0.490
1.430 -0.807 -0.529
-0.022 -0.232 0.091
0.010 0.052 0.312
-0.256 0.214 0.212
-0.206 0.102 -0.515
-0.437 0.517 -0.317
0.961 -0.860 -0.285
-0.450 -0.015 -0.405
-0.014 -0.016 -0.017
0.015 0.032 0.372
-0.109 -0.278 0.212
-0.035 0.258 -0.314
0.693 -0.434 0.840
-0.153 -1.071 -1.606
-0.293 0.196 -0.420
-0.013 0.500 -0.028
0.240 0.053 0.133
0.030 0.061 0.413
-0.423 0.132 -0.085
0.006 -0.064 0.140
-0.918 0.789 -0.153
0.177 -0.001 0.109
1.459 -1.047 -0.708
0.431 0.229 -0.406
0.307 0.597 -1.302
-0.894 -0.453 -0.269
0.112 0.072 0.013
1.030 -0.863 -0.590
-0.191 0.637 -0.137
-0.363 -0.061 -0.018
0.434 0.126 0.139
-0.188 -0.050 0.044
0.187 0.024 -0.291
-1.499 1.160 -0.086
-0.236 -0.012 0.167
-0.147 0.895 0.081
-0.085 -0.553 -0.912
-0.075 -0.172 0.147
-0.011 -0.416 0.455
-0.022 0.311 -0.235
-0.373 1.537 0.328
-0.594 -0.235 0.162
-0.094 -0.051 0.167
-0.012 -0.188 -0.378
-0.224 -0.231 0.074
-0.296 0.658 -0.334
-0.131 -0.161 0.198
-0.280 -0.052 0.395
0.053 -0.110 0.287
-0.210 0.175 0.904
-0.005 0.524 0.257
0.188 0.176 0.185
0.103 -0.327 -0.023
-0.047 -1.281 -0.397
0.101 0.079 -0.152
-0.162 -0.023 0.222
-0.175 -0.220 -0.189
1.849 -1.120 -0.291
0.083 -0.536 -0.267
-0.712 0.229 1.059
-0.026 -0.206 0.356
0.092 -0.595 0.108
0.164 0.022 0.073
0.863 -0.177 -0.665
-0.296 0.845 -0.965
-0.070 -0.093 -0.560
0.124 0.256 0.106
-0.190 1.357 0.094
0.108 0.566 -0.054
1.790 0.366 -0.229
0.890 -0.431 0.555
-0.340 -0.107 0.069
0.451 0.128 0.050
0.372 -0.495 0.876
0.014 0.418 0.213
0.377 0.275 0.350
-0.161 -0.379 -0.803
0.393 -0.207 0.035
0.156 0.035 0.259
0.069 -0.400 -0.245
0.321 0.788 0.547
-0.050 -0.224 0.183
-0.346 0.471 0.257
0.000 0.088 0.505
0.207 -0.194 0.123
-0.231 -0.071 0.051
-0.032 -0.245 0.507
-0.177 0.221 0.467
0.232 0.061 0.158
-0.456 0.250 0.153
0.158 -0.245 -0.163
0.334 -0.190 0.242
-0.040 -0.031 0.314
0.474 -0.148 0.038
-0.114 0.348 -0.433
-0.013 -0.400 -0.048
0.146 0.357 -0.095
-0.258 0.816 0.095
0.376 -0.229 0.418
0.012 0.030 0.069
-0.068 0.114 0.074
-0.158 0.111 -0.395
0.944 0.661 -0.691
-0.202 0.198 -0.239
0.490 -0.551 -0.190
0.161 0.078 0.104
-0.102 -0.130 0.058
-0.030 -0.143 -0.276
-0.134 -0.413 0.484
-0.006 0.663 -0.973
-0.865 -1.257 -1.279
-0.091 0.071 0.376
-0.856 0.557 0.484
-0.484 -0.047 -0.350
-0.296 -0.081 -0.342
-0.374 -0.346 0.432
-0.076 -0.377 0.103
0.222 0.651 0.797
-0.148 0.031 -0.195
0.249 0.193 0.540
0.042 -0.121 0.294
-0.003 -0.453 0.301
-1.320 -0.930 -0.200
0.016 -0.115 0.066

Results
Largest force on an atom ... 2.18 eV/Å
Energy above the lowest of the compared OMol25 structures with the same formula, charge and spin ... 0.0 kJ/mol
Energy ... -76430.058 eV
Orbital gap ... 8.86 eV
SMILES ... COC[C@H](C)N.COC[C@H](C)N.CC(C)O.CC(C)O.OCCO.OCCO.OCCO.OCCO.OCCO.OCCO.OCCO.OCCO
Lowest unoccupied orbital energy ... 0.0037 hartree